Molecular formula: CH4O2S
Method: DFT, ωB97M-V/def2-TZVPD

Calculated values
* multiplicity: 1
* DFT total energy: -589.05257 hartree
* ΔE to the lowest compared entry with this formula, charge and spin: 72.4 kcal per mole
* LUMO: 0.5 eV
* highest occupied orbital energy: -9.0 eV

Element x y z (Å)
C -0.01571 0.00807 -0.22613
O -0.46001 0.92883 -1.07391
O 1.35259 -0.05495 0.00644
S -0.83501 -0.11204 1.42039
H -0.33491 -1.60398 -0.80789
H -0.96898 1.56214 -0.52905
H 1.68706 0.63871 -0.53139
H -0.42504 -1.36679 1.74154